[1]
DFT (wB97M-V/def2-TZVPD) results for a structure of composition C17H23O2Sn at a distorted geometry.

The geometry in XYZ format:
```
43
Properties=species:S:1:pos:R:3:forces:R:3
Sn -0.910 -0.395 -0.141 0.215 0.150 -0.880
O -1.319 1.191 3.190 -0.271 0.297 1.070
O -0.115 1.201 0.924 4.100 0.631 -0.820
C -1.997 1.562 -0.756 -1.366 0.830 -2.245
C -3.022 0.579 -0.991 0.296 1.615 -1.686
C -2.696 -0.097 -2.216 0.033 1.024 -0.157
C 2.622 1.947 0.119 0.194 0.216 -0.063
C -0.978 1.388 -1.770 -1.881 0.710 -0.447
C 0.692 -2.336 -0.189 -0.268 -0.848 1.878
C 3.837 -0.209 0.328 0.034 -0.564 0.663
C 2.890 0.569 -1.923 -0.578 -0.170 -0.878
C -0.954 -2.190 1.450 1.701 -1.722 0.352
C -1.860 0.543 2.379 1.198 -0.032 -0.732
C 3.408 0.882 -0.577 -1.775 -0.078 0.588
C -1.439 0.377 -2.677 -1.101 0.755 0.416
C -0.398 -3.183 -0.556 0.291 -0.046 0.791
C 0.389 -1.767 1.110 0.627 -2.834 0.631
C -1.389 -3.112 0.443 0.799 0.069 0.439
C -3.215 0.040 2.336 -2.063 -0.695 0.622
C 1.107 2.032 0.799 -1.780 -0.992 1.047
H -1.418 -2.017 2.418 0.018 0.004 -0.330
H 3.645 0.421 -2.716 -0.184 -0.066 0.283
H -3.354 -0.367 3.354 -0.460 0.102 -0.192
H 2.215 1.398 -2.222 0.416 -0.556 -0.176
H -0.103 2.017 -1.901 -0.098 -0.276 0.180
H -3.944 0.520 -0.422 0.173 -0.206 -0.115
H -2.028 2.305 0.028 0.246 -0.231 -0.079
H 2.637 2.788 -0.562 -0.198 0.431 -0.201
H 3.270 2.225 0.943 -0.084 0.323 0.489
H -0.922 0.089 -3.588 -0.083 -0.164 0.273
H -3.335 -0.817 -2.712 0.264 -0.178 0.171
H -3.451 -0.755 1.602 0.529 0.651 0.288
H 3.427 0.039 1.326 0.337 -0.405 -0.271
H -2.305 -3.699 0.498 0.125 0.347 -0.233
H -3.889 0.900 2.181 0.092 -0.307 0.122
H -0.416 -3.833 -1.424 -0.133 0.313 -0.012
H 4.927 -0.331 0.450 -0.249 -0.093 -0.198
H 3.381 -1.170 0.012 0.459 0.303 0.220
H 1.322 2.145 1.865 0.330 0.590 -0.155
H 0.711 2.947 0.365 0.280 0.435 0.092
H 2.257 -0.351 -1.860 0.353 0.485 -0.250
H 1.652 -2.254 -0.682 -0.246 0.068 -0.124
H 1.065 -1.225 1.767 -0.292 0.117 -0.370
```
Forces are in eV/Å.

Computed properties:
- Charge: -1
- E_LUMO (alpha / beta): 2.989 / 3.152 eV
- Frontier orbital gap (alpha / beta): 5.5 / 5.6 eV
- Relative energy (zero: lowest compared OMol25 entry of this formula, charge and spin): 0.0 kcal/mol
- Electronic energy: -27920.6270 eV
- F_max: 4.23 eV Å⁻¹
- HOMO level (alpha / beta): -0.092 / -0.091 hartree

[2]
DFT (wB97M-V/def2-TZVPD) results for a structure of composition C17H24BrCuN2O3PSTe.

The geometry in XYZ format:
```
51
Properties=species:S:1:pos:R:3:forces:R:3
Te 0.891 0.955 -4.023 0.042 -0.138 -0.311
Br 2.751 -1.748 0.217 -0.042 -0.009 0.022
Cu 0.271 -0.189 0.793 0.240 -0.083 0.285
S -2.426 -0.386 0.108 -0.263 -0.040 0.121
P 0.595 1.802 -1.860 -0.109 -0.039 0.092
O -0.904 2.391 -1.810 -0.065 -0.009 -0.034
O 0.854 0.891 -0.707 -0.095 0.086 0.021
O 1.513 3.093 -1.565 0.076 -0.096 0.137
N -0.929 -2.310 -0.894 0.011 0.002 0.041
N -2.085 -1.097 -2.448 -0.054 -0.161 0.051
C 2.503 -3.648 4.472 -0.046 0.007 0.055
C -2.952 -0.055 -2.954 0.052 0.054 -0.001
C 3.574 -3.306 2.361 -0.011 -0.012 0.037
C -0.127 -2.957 -1.910 0.083 0.005 -0.023
C -1.381 2.955 -0.580 0.057 0.083 0.106
C -1.793 -1.308 -1.156 0.026 0.133 -0.125
C 0.373 -1.270 2.417 0.128 0.011 -0.265
C 1.810 4.086 -2.536 -0.011 0.138 -0.162
C 0.666 5.064 -2.722 0.020 0.011 0.001
C -0.650 -1.733 4.608 0.041 -0.064 0.076
C 3.545 -3.905 3.637 0.030 0.009 -0.061
C 0.379 -2.548 4.978 -0.049 0.029 -0.001
C 2.567 -2.469 1.972 -0.042 -0.019 0.059
C -2.839 3.306 -0.758 0.066 0.015 -0.026
C -0.641 -1.117 3.342 -0.108 0.029 -0.037
C 1.447 -2.784 4.083 0.014 -0.040 0.037
C 1.443 -2.150 2.803 0.053 0.040 -0.013
H -3.232 3.736 0.165 -0.011 0.001 0.000
H 0.571 -3.629 -1.419 0.001 -0.011 0.023
H -3.410 2.409 -0.993 -0.019 0.021 0.040
H -1.495 -0.498 3.082 0.017 0.004 -0.004
H 2.051 3.603 -3.488 0.025 -0.009 0.034
H 4.350 -4.565 3.938 0.001 0.001 -0.010
H 0.397 5.534 -1.774 0.011 0.008 -0.001
H -3.834 -0.488 -3.431 0.011 0.008 -0.022
H -3.265 0.563 -2.118 0.003 -0.023 -0.033
H -0.750 -3.548 -2.588 -0.002 -0.001 0.019
H 4.393 -3.507 1.685 0.000 0.005 -0.008
H 0.961 5.846 -3.425 -0.009 0.009 -0.004
H -0.583 -2.306 0.060 -0.033 -0.041 -0.032
H -1.536 -1.589 -3.133 0.072 0.079 -0.020
H 0.455 -2.232 -2.489 0.001 0.009 -0.015
H -2.394 0.557 -3.663 -0.037 0.020 -0.013
H -2.963 4.032 -1.564 -0.020 -0.003 -0.010
H 0.392 -3.031 5.949 0.017 -0.011 -0.004
H -0.786 3.844 -0.346 -0.031 -0.037 0.012
H 2.704 4.591 -2.167 -0.022 0.015 -0.013
H 2.459 -4.102 5.457 -0.004 0.001 -0.002
H -0.210 4.551 -3.118 -0.002 0.009 -0.013
H -1.250 2.227 0.222 -0.017 0.003 -0.006
H -1.478 -1.559 5.288 0.001 0.001 -0.001
```
Forces are in eV/Å.

Computed properties:
- Charge: -1
- E_LUMO: 2.515 eV
- Frontier orbital gap: 6.6 eV
- Relative energy (zero: lowest compared OMol25 entry of this formula, charge and spin): 1.3 kcal/mol
- Electronic energy: -169246.1271 eV
- F_max: 0.38 eV Å⁻¹
- HOMO level: -0.151 hartree